The following is a quantum chemistry calculation of the molecule C24H32N4O4 at a distorted geometry, from the Open Molecules 2025 dataset.

Output
Electronic energy (Ha): -1453.7411
Energy above the lowest of the compared OMol25 structures with the same formula, charge and spin (kcal per mole): 69.2
Lowest unoccupied orbital energy (eV): 0.311
HOMO energy (eV): -8.79
Structure (SMILES): C/C=C(/C)C(=O)Nc1cccc(C2=NO[C@@]3(C2)C[C@@H](C(N)=O)N(C(=O)CCCCC)C3)c1

```
! RIJCOSX wB97M-V def2-TZVPD def2/J DEFGRID3
* xyz 0 1
C 6.88 -1.12 2.82
C 7.94 -1.55 1.85
C 8.19 -1.03 0.66
C 9.34 -1.48 -0.20
C 7.41 0.10 0.06
O 7.94 1.12 -0.34
N 6.07 -0.16 0.00
C 5.04 0.65 -0.47
C 5.25 1.93 -0.98
C 4.18 2.68 -1.42
C 2.89 2.19 -1.36
C 2.66 0.91 -0.85
C 1.32 0.36 -0.77
N 1.09 -0.82 -0.34
O -0.24 -1.10 -0.36
C -1.00 0.04 -0.83
C 0.06 1.09 -1.17
C -1.90 -0.39 -2.00
C -3.17 -0.95 -1.34
C -3.13 -2.49 -1.32
N -2.36 -3.03 -0.35
O -3.76 -3.15 -2.12
N -3.19 -0.36 -0.02
C -4.13 -0.49 0.95
O -3.96 0.02 2.04
C -5.38 -1.26 0.58
C -6.42 -0.31 -0.04
C -6.97 0.68 0.98
C -7.93 1.68 0.34
C -8.49 2.66 1.36
C -2.01 0.44 0.25
C 3.74 0.15 -0.41
H 6.12 -1.89 2.91
H 6.41 -0.19 2.52
H 7.33 -0.98 3.80
H 8.57 -2.35 2.21
H 9.93 -0.61 -0.48
H 8.97 -1.93 -1.13
H 9.97 -2.20 0.32
H 5.77 -1.06 0.34
H 6.25 2.32 -1.03
H 4.35 3.67 -1.82
H 2.06 2.79 -1.71
H -0.06 2.00 -0.59
H 0.07 1.34 -2.23
H -1.41 -1.13 -2.63
H -2.15 0.48 -2.60
H -4.06 -0.68 -1.91
H -1.71 -2.46 0.17
H -2.23 -4.02 -0.34
H -5.79 -1.68 1.50
H -5.15 -2.07 -0.10
H -5.96 0.23 -0.87
H -7.23 -0.91 -0.45
H -7.49 0.14 1.77
H -6.14 1.22 1.44
H -8.75 1.14 -0.14
H -7.40 2.24 -0.44
H -7.69 3.21 1.84
H -9.04 2.12 2.13
H -9.16 3.37 0.89
H -1.64 0.24 1.26
H -2.25 1.51 0.18
H 3.55 -0.84 -0.02
*
```


The following is a quantum chemistry calculation of C13H39N7O4P2 as an isolated structure at a distorted geometry, from the Open Molecules 2025 dataset.

Output
Electronic energy (Ha): -1885.3134
Lowest unoccupied orbital energy (eV): 0.353
HOMO energy (eV): -7.65

```
! RIJCOSX wB97M-V def2-TZVPD def2/J DEFGRID3
* xyz 0 1
C 1.03 0.17 -0.10
N 2.02 0.93 0.75
O 2.49 1.90 0.32
O 2.40 0.39 1.77
H 0.70 0.72 -0.98
H 0.26 0.21 0.67
H 1.47 -0.82 -0.24
O 0.59 0.78 -2.28
P -0.03 2.06 -2.80
N -1.55 2.16 -1.94
C -2.61 3.20 -2.24
C -1.82 1.41 -0.66
N -0.30 2.24 -4.52
C 0.76 2.85 -5.31
C -1.06 1.21 -5.17
N 0.92 3.48 -2.36
C 1.46 3.29 -0.98
C 0.47 4.81 -2.67
H -2.48 3.42 -3.30
H -2.56 4.12 -1.65
H -3.58 2.77 -2.02
H -0.94 0.92 -0.23
H -2.57 0.62 -0.65
H -1.92 2.17 0.11
H 1.61 2.19 -5.52
H 0.30 3.03 -6.28
H 0.84 3.85 -4.90
H -1.55 1.66 -6.03
H -0.42 0.38 -5.45
H -1.79 0.65 -4.60
H 2.07 2.40 -0.82
H 2.16 4.11 -0.87
H 0.78 3.55 -0.17
H -0.58 4.67 -2.95
H 1.08 5.22 -3.47
H 0.44 5.57 -1.89
O 0.23 -3.31 4.87
P 0.17 -3.01 3.35
N -1.24 -3.73 2.77
C -1.67 -3.40 1.35
C -2.34 -4.27 3.67
N 1.56 -3.63 2.52
C 2.41 -4.66 3.16
C 1.62 -3.43 1.11
N 0.03 -1.33 2.97
C 1.27 -0.55 3.02
C -1.06 -0.52 3.58
H -0.86 -3.64 0.67
H -1.83 -2.33 1.20
H -2.57 -3.98 1.14
H -2.02 -4.40 4.70
H -2.72 -5.25 3.38
H -3.22 -3.63 3.75
H 2.25 -5.60 2.64
H 3.47 -4.39 3.15
H 2.34 -4.96 4.20
H 2.66 -3.50 0.80
H 1.09 -4.19 0.54
H 1.32 -2.44 0.76
H 1.82 -0.85 2.13
H 1.26 0.54 3.08
H 1.83 -0.91 3.88
H -0.84 -0.51 4.65
H -2.04 -0.89 3.28
H -0.97 0.48 3.14
*
```


The following is a quantum chemistry calculation of a 5-piece molecular cluster, C17H35Cl12NP overall, from the Open Molecules 2025 dataset.

Output
Electronic energy (Ha): -6586.9029
Lowest unoccupied orbital energy (eV): -2.042
HOMO energy (eV): -12.50

```
! RIJCOSX wB97M-V def2-TZVPD def2/J DEFGRID3
* xyz 1 1
C -2.69 4.06 -1.22
C -2.04 3.47 0.02
C -2.63 2.13 0.46
C -2.78 1.11 -0.66
C -3.22 -0.27 -0.16
C -2.10 -1.02 0.55
C -1.17 -1.74 -0.42
C 0.08 -2.28 0.29
P 1.35 -1.01 0.24
C 2.69 -1.24 1.41
C 2.40 -0.89 2.89
C 1.73 0.45 3.22
C 2.67 1.68 3.29
C 3.69 1.78 2.17
N 3.07 2.00 0.85
H -3.78 4.14 -1.11
H -2.48 3.48 -2.11
H -2.32 5.07 -1.40
H -2.17 4.18 0.85
H -0.97 3.38 -0.15
H -3.59 2.29 0.95
H -1.97 1.71 1.23
H -1.83 1.02 -1.20
H -3.51 1.47 -1.39
H -3.57 -0.87 -1.01
H -4.08 -0.15 0.50
H -2.50 -1.75 1.26
H -1.51 -0.31 1.14
H -0.88 -1.04 -1.21
H -1.68 -2.56 -0.92
H 0.50 -3.16 -0.20
H -0.13 -2.53 1.33
H 0.74 0.23 0.35
H 1.90 -1.02 -1.04
H 2.91 -2.31 1.33
H 3.54 -0.71 1.01
H 1.82 -1.70 3.33
H 3.37 -0.92 3.40
H 0.90 0.66 2.54
H 1.26 0.34 4.19
H 2.06 2.58 3.27
H 3.19 1.69 4.25
H 4.40 2.57 2.37
H 4.28 0.86 2.13
H 2.06 2.03 0.96
H 3.30 2.92 0.50
C -1.20 6.50 3.53
Cl -0.27 6.48 5.03
Cl -0.23 5.92 2.18
Cl -2.68 5.55 3.69
H -1.48 7.53 3.32
C 3.11 -0.60 -4.04
Cl 2.25 -2.09 -3.65
Cl 2.08 0.53 -4.89
Cl 3.77 0.13 -2.56
H 3.95 -0.87 -4.67
C -1.10 -6.23 -1.20
Cl 0.23 -5.34 -1.97
Cl -1.05 -7.92 -1.65
Cl -1.05 -6.03 0.56
H -2.03 -5.80 -1.56
C -0.90 -5.55 -6.15
Cl -1.28 -6.99 -5.21
Cl -2.29 -4.48 -6.25
Cl 0.49 -4.70 -5.44
H -0.63 -5.85 -7.15
*
```


The following is a quantum chemistry calculation of C37H42N4O2S4Zr as an isolated structure, from the Open Molecules 2025 dataset.

Output
Electronic energy (Ha): -3443.1474
Energy above the lowest of the compared OMol25 structures with the same formula, charge and spin (kcal per mole): 8.3
Lowest unoccupied orbital energy (eV): -11.736
HOMO energy (eV): -16.87

```
! RIJCOSX wB97M-V def2-TZVPD def2/J DEFGRID3
* xyz 4 1
Zr 0.49 -0.07 0.97
C -0.32 -3.09 3.87
C -0.25 -1.60 3.81
C -1.29 -0.82 4.33
C -1.23 0.57 4.32
C -2.34 1.40 4.89
C -0.07 1.20 3.82
C 1.04 0.47 3.44
C 2.39 1.14 3.29
C 0.90 -0.95 3.33
H 0.42 -3.57 3.23
H -1.32 -3.46 3.62
H -0.12 -3.42 4.89
H -2.15 -1.31 4.75
H -2.46 2.34 4.35
H -2.09 1.66 5.93
H -3.28 0.86 4.91
H 0.01 2.28 3.89
H 2.84 1.12 2.30
H 3.10 0.64 3.95
H 2.33 2.18 3.61
H 1.79 -1.56 3.18
O 0.16 -1.36 -0.55
S 0.33 -2.83 -1.15
C -1.20 -3.64 -0.66
C -2.52 -3.20 -1.28
C -3.03 -1.82 -0.84
C -3.46 -1.79 0.63
S -3.05 -0.30 1.53
O -1.49 -0.20 1.28
C -3.69 1.02 0.55
C -3.01 2.23 0.54
C -3.57 3.31 -0.12
C -4.82 3.18 -0.72
C -5.51 1.98 -0.67
C -4.95 0.88 -0.03
C 0.25 -2.64 -2.88
C -0.54 -1.69 -3.53
C -0.57 -1.70 -4.91
C 0.15 -2.66 -5.62
C 0.93 -3.60 -4.96
C 1.00 -3.59 -3.57
H -1.18 -3.57 0.44
H -0.98 -4.69 -0.90
H -3.25 -3.97 -1.01
H -2.44 -3.23 -2.36
H -3.87 -1.54 -1.47
H -2.26 -1.06 -1.00
H -3.00 -2.58 1.24
H -4.54 -1.91 0.77
H -2.06 2.34 1.05
H -3.04 4.25 -0.14
H -5.26 4.04 -1.22
H -6.49 1.90 -1.12
H -5.51 -0.04 0.01
H -1.12 -0.96 -2.97
H -1.16 -0.97 -5.45
H 0.11 -2.67 -6.70
H 1.48 -4.34 -5.52
H 1.62 -4.31 -3.05
N 6.76 -1.88 -2.32
C 6.58 -1.24 -1.15
S 7.69 -0.47 -0.26
C 5.18 -1.11 -0.67
C 4.85 -1.46 0.65
C 3.61 -1.17 1.14
N 2.65 -0.52 0.42
C 2.97 -0.20 -0.86
C 4.18 -0.52 -1.45
H 7.70 -1.95 -2.69
H 6.05 -2.45 -2.74
H 5.59 -1.92 1.28
H 3.37 -1.43 2.16
H 2.22 0.32 -1.45
H 4.36 -0.23 -2.47
N 1.30 6.24 -2.60
C 0.32 5.66 -1.91
S -1.17 6.21 -1.55
C 0.53 4.33 -1.29
C 1.12 4.22 -0.02
C 1.11 3.01 0.62
N 0.54 1.89 0.08
C 0.01 2.00 -1.18
C 0.03 3.16 -1.89
H 1.15 7.16 -2.99
H 2.19 5.80 -2.74
H 1.55 5.08 0.47
H 1.55 2.90 1.60
H -0.44 1.10 -1.59
H -0.41 3.20 -2.88
*
```